(1)
27
Properties=species:S:1:pos:R:3:forces:R:3 method="wB97M-V/def2-TZVPD" lumo_ev=-2.87 total_charge=+1 orbital_gap_ev=9.70 e_above_lowest_kcal_mol=56.9 smiles=CO[C@H](c1ccccc1)[N@@H+](C)N
C -2.6517 -0.1663 1.4349 0.1548 0.5279 0.2911
O -1.4307 -0.6371 0.8398 0.4699 -0.3545 0.0902
C -0.3569 0.2306 0.6052 -3.7346 3.8978 -0.6515
C -0.0148 0.3648 -0.8612 0.2099 0.4341 -0.1525
C 0.7155 1.5030 -1.2379 -0.1955 -0.6798 -0.0181
C 1.2233 1.5798 -2.5337 0.0851 -0.0579 -0.1920
C 0.9824 0.5394 -3.4424 -0.0624 0.1579 0.2769
C 0.1915 -0.5533 -3.0699 -0.1380 0.0503 0.2277
C -0.3174 -0.6456 -1.7712 0.2123 0.3210 -0.3048
H -3.4010 -0.9440 1.2674 0.2596 0.1579 -0.0254
H -2.5163 -0.0188 2.5184 -0.0890 -0.0096 -0.3138
H -2.9891 0.7755 0.9767 0.1539 -0.3151 0.0545
H -0.6184 1.2275 1.0015 -0.0546 -0.0931 -0.1231
H 0.8795 2.2903 -0.4949 0.0453 -0.0792 -0.3638
H 1.8157 2.4465 -2.8354 -0.2201 -0.2988 0.0664
H 1.4115 0.5874 -4.4457 -0.2005 0.0074 0.3313
H -0.0240 -1.3504 -3.7823 0.1041 0.2655 0.1583
H -0.9169 -1.4960 -1.4446 0.2225 0.2384 -0.2215
C 0.7902 -0.1467 2.8141 0.1266 0.2405 0.0604
N 0.8323 -0.1780 1.3300 -0.5854 -1.7017 -0.0876
N 0.8146 -1.4541 0.7161 3.0144 -2.7783 1.0387
H 0.9049 0.8986 3.1187 -0.0850 -0.2364 0.0962
H -0.1674 -0.5614 3.1532 0.3496 0.1133 -0.1792
H 1.6301 -0.7469 3.1760 -0.2234 0.1572 0.0231
H 1.6030 0.3614 0.9310 0.1401 -0.0720 0.0239
H 1.6453 -1.9573 1.0351 -0.3027 -0.1786 -0.1810
H -0.0353 -1.9487 1.0012 0.3431 0.2857 0.0758

---

(2)
27
Properties=species:S:1:pos:R:3:forces:R:3 method="wB97M-V/def2-TZVPD" lumo_ev="-3.40 / -4.38" total_charge=+1 orbital_gap_ev="8.31 / 6.69" e_above_lowest_kcal_mol=127.6
C 2.5117 3.2207 -0.7642 0.1431 2.1608 -1.6135
C 2.3270 1.9117 -0.3654 0.8802 -2.4813 2.4329
C 1.2981 3.8091 -1.0231 0.1924 0.0155 1.0201
C 1.0155 1.5843 -0.1346 0.1244 -0.3218 -0.1344
C -0.1330 -1.8861 -1.3448 0.8653 0.6093 -2.7053
C -1.2717 -0.9574 -0.8277 3.1702 1.1154 -0.0299
C 0.4809 -1.1180 0.7044 3.2078 1.4652 0.5282
C -1.6430 -2.1354 1.2421 -2.8030 -2.5098 -4.6927
C -1.4621 0.1683 1.3267 1.6115 3.8926 1.8491
N 0.8941 -1.8531 -0.3251 -2.5824 0.2749 -0.1694
N -0.9336 -0.9758 0.6628 -0.8503 -0.7398 -0.5212
S -0.0456 2.8870 -0.5243 0.4850 -1.0680 -0.1876
H 3.4862 3.7537 -0.9391 -1.1731 -0.7946 0.3100
H 3.1705 1.3181 0.0829 -0.9105 0.3284 -0.9897
H 1.0330 4.8157 -1.1189 0.2181 1.4769 -0.7318
H -0.4604 -2.9344 -1.5259 0.0928 0.8058 -0.1647
H 0.4318 -1.4428 -2.2780 -1.7618 -0.9320 1.2820
H -1.1176 0.1274 -1.0864 -0.1901 -1.2445 -0.2002
H -2.2379 -1.3199 -1.0387 -1.1464 -0.2923 0.0326
H 1.1962 -0.6555 1.4176 -1.2603 -0.4669 -0.2026
H -1.3251 -2.4998 2.1543 0.6559 0.1167 2.1722
H -2.7800 -1.8419 1.1447 2.2540 -1.0214 0.6403
H -1.4331 -3.0624 0.4867 -0.7143 2.1545 1.8004
H -0.7652 1.1062 1.2289 -1.2114 -1.9761 -0.1481
H -2.4326 0.4307 0.9675 -0.6572 -0.1065 -0.2085
H -1.4776 -0.0419 2.3936 -0.2773 0.0358 0.0572
H 1.6735 -2.4085 -0.5158 1.6374 -0.4967 0.5746

---

(3)
31
Properties=species:S:1:pos:R:3:forces:R:3 method="wB97M-V/def2-TZVPD" lumo_ev=0.19 total_charge=0 orbital_gap_ev=8.97 e_above_lowest_kcal_mol=99.6 smiles="NC(=O)C[C@H](N)C(=O)N1CCC[C@H]1C(=O)O"
C -1.1042 1.2074 -0.0298 0.4425 1.3165 -0.4604
C -0.5428 0.0844 -0.8741 3.0029 0.1414 2.3882
C -2.1290 0.7451 0.9749 3.5245 -3.1596 2.6069
C -2.4312 -0.7879 0.9945 1.5749 2.7686 -1.2382
C 1.4221 -0.2929 0.6686 -1.6778 2.5816 0.0702
C 1.8976 1.2578 0.6445 -1.4375 -5.4160 2.2765
C 2.6676 -1.0936 0.3468 0.4927 -1.2127 5.0297
C 2.2568 -2.1976 -0.5426 -0.2957 -2.3834 2.2050
C 1.4106 -1.3723 -1.3394 -4.0976 0.1002 -4.0105
H -1.6079 1.7304 -1.9142 -0.6697 1.6935 2.1447
H -1.0413 2.9816 -1.0164 1.6152 1.9334 -0.1427
H -0.3934 1.7257 0.5981 0.5354 -0.1656 -0.3494
H -1.6126 0.9546 1.9707 -1.7760 0.1147 -0.9261
H -2.9344 1.2177 0.6174 -3.4545 2.1556 0.1331
H -4.0681 -1.8598 0.2053 2.9740 2.0880 -0.7357
H -3.5384 -0.5690 -0.8275 0.3932 0.9686 0.2117
H 0.7466 -0.6117 1.5411 1.6207 0.8375 -0.5961
H 3.3641 -0.3395 0.0742 1.3191 -0.2758 -0.8747
H 2.9521 -1.6122 1.2825 0.7151 0.9459 -0.0936
H 1.6395 -2.9832 0.0327 0.3946 1.5181 -0.3623
H 3.0461 -2.8913 -0.8225 0.2888 0.8288 -1.2394
H 1.8906 -0.8060 -2.1112 0.6161 0.2605 -0.6577
H 0.5048 -1.7794 -1.7086 -0.0628 -1.8508 -2.0353
H 1.7966 2.7309 -0.6628 0.2692 -0.6643 0.4595
N -1.6855 2.2662 -0.9487 -0.8058 -4.4916 -1.9039
N -3.2964 -1.0641 0.0061 -4.5744 -4.8514 0.5990
N 0.6626 -0.4717 -0.5029 -0.9147 -0.1460 -0.0012
O -1.1212 -0.2490 -1.8583 -1.3073 -0.7688 -2.5993
O -1.8256 -1.5676 1.6877 -0.6052 -0.4841 0.6349
O 2.4180 1.5098 1.6864 1.0230 3.2833 -0.1724
O 1.6295 1.7689 -0.5409 0.8772 2.3341 -0.3605

---

(4)
28
Properties=species:S:1:pos:R:3:forces:R:3 method="wB97M-V/def2-TZVPD" lumo_ev=0.81 total_charge=0 orbital_gap_ev=8.55 e_above_lowest_kcal_mol=155.7 smiles="CC[S@](=N)(=NN)c1cccc(C)c1"
C 0.8580 -1.7764 -2.0734 -0.8973 1.7727 2.8179
C 1.8402 -2.2117 -1.2390 2.1323 -2.5694 -1.0285
C -0.0834 -0.8463 -1.6201 0.6974 -0.3520 -0.2570
C 0.9622 -1.0752 0.5823 -1.5781 1.0118 -1.6606
C 1.8894 -1.9988 0.1525 -1.6782 1.6302 -1.8298
C 0.0269 -0.4510 -0.3150 -0.4669 -0.2373 1.5945
C 3.0234 -2.4184 0.9565 0.4741 -0.5008 -1.6234
C -1.8482 3.2610 -0.7252 2.8634 -0.4367 2.0714
C -0.7223 2.2351 -0.6858 0.2403 -0.2896 0.8255
N -2.5944 0.1002 -0.0445 2.5518 0.3751 -0.0360
N -1.0453 1.3011 1.7412 1.7758 2.1589 -0.8924
N -1.7362 0.7805 2.7984 0.3962 -1.7170 3.2066
S -1.2125 0.8105 0.3392 -1.2032 -2.7111 -2.5142
H 0.7231 -2.0753 -3.0263 0.3013 -1.1012 -3.1242
H 2.6476 -2.8355 -1.7899 -1.2091 0.8141 1.3976
H -0.7667 -0.4584 -2.3615 -0.3925 0.1818 0.4011
H 0.9620 -0.7225 1.5698 0.0118 0.3756 1.4028
H 3.7667 -2.4325 0.1750 1.2026 -0.0562 0.4715
H 3.2271 -1.7507 1.7273 0.5813 1.2332 1.2403
H 2.9693 -3.3874 1.3544 -0.2983 -1.4824 0.5411
H -2.6493 2.6679 -0.8068 -3.6997 -1.8723 -0.5568
H -1.9448 3.7783 0.2341 0.2536 0.5011 -0.6290
H -1.7248 3.7486 -1.6310 -0.0089 1.8628 -1.2303
H 0.1146 2.5042 -0.0747 0.8152 0.7398 -0.0138
H -0.3760 1.9473 -1.6894 -0.2731 -0.3530 0.5318
H -3.2468 0.8009 0.2484 -1.0800 0.4546 0.2941
H -1.0075 0.6915 3.5819 -1.5519 0.1254 -1.3558
H -2.0523 -0.1867 2.6215 0.0402 0.4419 -0.0445

---

(5)
29
Properties=species:S:1:pos:R:3:forces:R:3 method="wB97M-V/def2-TZVPD" lumo_ev="-8.01 / -8.01" total_charge=+2 orbital_gap_ev="7.60 / 7.60" e_above_lowest_kcal_mol=76.6
C -1.0646 -0.6605 0.6892 0.0602 3.2937 0.7932
C -1.3819 -1.9466 0.5358 0.9221 -2.3475 0.4836
C -3.3480 -1.4819 -0.5367 1.4292 -0.1268 0.1912
C -3.1739 -0.0455 -0.4090 -1.1408 -3.9045 -0.3765
C -2.0039 0.2847 0.1718 1.9701 0.4847 0.7857
C 2.6127 0.3111 -0.2699 2.7127 -1.0187 -0.5747
C -4.2038 0.8923 -0.8769 1.7603 2.8276 1.9339
C 5.1041 -1.7069 0.6865 4.5854 2.0938 -2.5096
C 4.2832 -1.5986 -0.5718 0.4249 -0.2996 -1.5802
N -2.4843 -2.4024 -0.0657 -1.0045 1.2000 -0.9943
N -0.6227 3.4864 0.7299 -2.8946 2.5642 -2.5549
N -1.7308 1.6913 0.1855 3.1094 0.9425 1.3162
N 3.3853 -0.5293 -0.4390 -3.2318 2.3982 0.6894
N -0.6542 2.2572 0.6923 -2.1821 -4.2831 0.0221
H -0.2289 -0.3352 1.3716 -0.8311 -0.3563 -1.1672
H -0.6162 -2.6713 0.8975 -1.0751 0.1736 -0.2065
H -4.1214 -1.8740 -1.1938 -0.2937 0.1258 0.5068
H 2.3099 1.3407 -0.1896 -0.6346 -0.2644 0.0962
H -5.0925 0.5759 -1.3028 -1.4338 -1.3292 -0.7681
H -4.4987 1.5192 0.0451 0.2912 -0.5140 -1.5443
H -3.6753 1.4994 -1.6240 -0.6301 0.5074 -0.0334
H 4.5784 -2.1520 1.4297 -1.2420 -1.5110 2.3278
H 6.0535 -2.2703 0.3298 -1.6666 0.4957 1.1270
H 5.5344 -0.6848 1.0240 -0.9268 -1.6018 -0.5591
H 3.6227 -2.4986 -0.7280 0.9856 0.7091 -0.3132
H 4.8877 -1.2501 -1.4929 -0.7942 -1.1854 1.2431
H -1.3563 4.0629 0.1842 1.4468 -0.6424 1.3718
H -2.2938 2.2890 -0.3722 -1.1931 0.5555 -0.4251
H 0.1792 3.8979 1.0993 1.4770 1.0129 0.7190

---

(6)
27
Properties=species:S:1:pos:R:3:forces:R:3 method="wB97M-V/def2-TZVPD" lumo_ev=-1.12 total_charge=0 orbital_gap_ev=5.60 e_above_lowest_kcal_mol=346.2
C 3.8668 0.2560 0.8112 -0.2811 -1.5401 1.7402
C 2.7348 -0.1127 -0.1730 -0.3750 0.2937 -0.2117
C 0.4670 -0.6165 -0.7692 -2.3210 2.0839 2.6856
C 0.0187 0.8404 -0.7643 1.4442 -0.3478 -0.7472
C -2.0553 0.4147 0.4932 -0.2341 0.9087 -0.2456
C -1.2416 -0.7696 1.1224 2.7205 3.6003 -1.6174
C -0.6430 -1.6003 -0.0168 -1.0774 3.3342 -0.7842
C -1.9297 -1.8527 -0.8612 1.6031 -1.3948 -5.3389
C -1.4338 2.5739 -0.3099 -2.0216 7.8734 1.8536
H 4.9161 -0.8841 0.6218 -2.9982 3.8618 0.7863
H 2.8353 0.0273 2.2071 3.1526 0.7380 -3.1362
H 4.4322 2.1240 0.5712 -1.0676 -3.9352 0.4521
H 0.9911 -0.5888 -1.7605 -0.4766 -1.8702 1.2034
H 0.9656 1.4680 -1.1464 -3.0735 -0.6191 0.8940
H -1.9590 -0.7583 -1.6728 -0.1950 -3.9792 2.2340
H -2.4513 1.0776 1.2745 -0.3346 -0.5664 -0.1546
H -2.8691 0.1790 -0.3202 1.5212 0.1985 2.2679
H -0.4572 -0.4684 1.8881 -0.6369 0.5200 -1.2943
H -1.8457 -1.2737 1.7373 -2.8355 -2.5450 1.7682
H -0.0959 -2.3266 0.4990 0.5337 -2.0225 -0.1327
H -1.6542 -2.8462 -1.5607 -0.9411 2.7706 1.3369
H -2.9681 -2.1125 -0.4559 1.8207 0.8109 0.0705
H -0.6231 3.2980 -0.6297 -1.2167 -1.0916 -0.0661
H -2.2643 3.1205 0.3935 1.9440 -1.9701 -1.9079
N -1.1322 1.3729 -0.2111 3.3296 -5.2984 -0.4289
O 2.7974 0.0340 -1.3829 1.1214 0.2395 0.8474
O 1.5984 -0.5761 0.4154 0.8945 -0.0533 -2.0743

---

(7)
33
Properties=species:S:1:pos:R:3:forces:R:3 method="wB97M-V/def2-TZVPD" lumo_ev=-3.41 total_charge=+1 orbital_gap_ev=7.42 e_above_lowest_kcal_mol=35.9
Rb -1.1736 1.1374 3.5446 0.3694 -0.4234 -0.3959
Rb 0.6652 -3.7970 2.1593 -0.1292 0.6526 -0.1130
C 0.3569 -0.3717 0.5861 -0.2839 -1.0711 1.8601
O -0.0620 -0.9391 1.8770 -0.0626 0.6194 -1.7577
H 0.5172 0.7057 0.6281 0.3935 0.2803 0.2335
H 1.2632 -0.8736 0.2473 0.5965 0.2465 0.0254
H -0.2851 -0.4791 -0.2882 -0.9334 -0.3837 0.0979
C 4.6001 3.6199 -1.6658 -0.9502 -0.6459 -0.3815
C 3.8834 3.1911 -0.3697 1.6573 -0.3590 -3.5485
C 3.2854 1.7860 -0.2522 -1.9196 1.0862 -1.5322
O 3.1445 1.7378 1.1460 0.6419 -0.1446 0.6188
C 4.3072 2.2872 1.5464 1.2564 1.3761 6.9196
O 4.6761 2.2574 2.7533 -1.0412 -0.3614 -4.8097
O 4.8745 3.0742 0.6085 -0.0991 -0.3373 1.8602
H 5.2359 2.8218 -2.0488 0.3497 0.2764 0.1665
H 5.0928 4.5881 -1.5768 0.3412 -0.3165 0.4183
H 3.8587 3.8084 -2.4422 -0.2531 -0.1732 -0.0564
H 3.1597 3.9960 -0.2408 -0.3235 -0.2827 1.0755
H 3.8175 0.8637 -0.4853 0.4825 0.5502 -0.9596
H 2.3186 1.8483 -0.7516 -0.1854 -0.6629 0.2209
C -4.7580 -1.7295 0.9136 0.5316 -0.6231 -0.8456
C -4.3301 -1.8089 -0.6023 1.0878 1.2914 2.9141
C -2.8832 -2.3720 -0.8391 -1.9749 1.0941 -0.2020
O -3.1864 -3.7241 -1.1500 -0.1702 -0.6457 0.4163
C -4.5259 -3.8963 -1.3627 -1.3302 -4.0973 -4.1989
O -5.0068 -4.9692 -1.8805 2.1782 5.4406 3.3209
O -5.1699 -2.7032 -1.2557 -0.1814 -1.4257 -0.3775
H -3.9329 -1.4106 1.5505 0.0487 0.4284 -0.1475
H -4.9890 -2.7346 1.2664 -0.2745 -0.0484 -0.0375
H -5.6278 -1.0824 1.0269 0.0775 -0.1200 0.0825
H -4.4193 -0.7811 -0.9543 -0.1554 -0.3177 -0.7022
H -2.2092 -2.2334 0.0063 -0.1199 -0.3740 0.0885
H -2.4975 -1.8171 -1.6943 0.3754 -0.5288 -0.2530

---

(8)
45
Properties=species:S:1:pos:R:3:forces:R:3 method="wB97M-V/def2-TZVPD" lumo_ev="4.58 / 4.57" total_charge=-2 orbital_gap_ev="6.24 / 6.74" s_squared=0.761 spin_multiplicity=2 e_above_lowest_kcal_mol=20.5
Ir 0.0818 1.2743 -0.8468 -0.1527 -0.0183 -0.2079
C -5.2155 2.3049 -0.7079 -0.0058 0.0032 0.0099
C -4.3962 1.1953 -1.3322 0.0649 -0.0197 0.0137
O -3.0274 1.4487 -1.0413 -0.0624 0.0094 -0.0387
P -1.8598 0.5784 -1.8080 0.1282 0.0738 0.0531
S 0.8980 3.0837 -0.0190 0.0155 0.1215 -0.0218
S -2.4138 -1.3075 -1.9837 -0.0524 -0.0240 -0.0239
O -2.0082 1.1905 -3.3351 0.0176 0.0104 -0.0510
C -1.6953 2.5629 -3.5561 -0.0165 0.0194 -0.0052
C -2.9334 3.3062 -4.0197 -0.0194 0.0010 0.0028
H -6.2829 2.0903 -0.8037 -0.0026 0.0134 -0.0155
H -5.0066 3.2633 -1.1868 0.0062 0.0022 0.0088
H -4.9706 2.3993 0.3505 -0.0105 -0.0189 0.0055
H -4.5459 1.1526 -2.4163 -0.0227 0.0014 0.0011
H -4.6738 0.2182 -0.9297 -0.0023 0.0052 0.0095
H -0.9159 2.6050 -4.3236 -0.0122 -0.0102 -0.0154
H -1.2824 3.0160 -2.6511 0.0212 -0.0052 0.0008
H -3.3820 2.8083 -4.8818 0.0126 -0.0004 -0.0075
H -2.6784 4.3313 -4.3012 0.0011 0.0040 0.0112
H -3.6750 3.3435 -3.2207 0.0007 -0.0051 0.0021
C 1.0174 -1.6382 -0.3988 -0.0051 -0.0158 0.0142
O 1.3541 -1.1446 -1.7134 0.1157 0.1016 -0.0087
C 0.9519 0.0791 -2.0166 0.0107 -0.1907 0.2114
C 1.4122 0.4060 -3.4076 -0.0675 0.0588 -0.0147
H 1.6376 -2.5162 -0.2354 -0.0187 -0.0103 -0.0149
H -0.0411 -1.8924 -0.3814 -0.0048 0.0143 0.0121
H 1.2416 -0.8830 0.3546 0.0075 0.0027 -0.0069
H 0.8824 -0.2454 -4.1081 -0.0028 0.0081 -0.0044
H 2.4839 0.2112 -3.4930 -0.0012 -0.0192 -0.0098
H 1.2028 1.4452 -3.6421 -0.0007 -0.0029 -0.0042
F 3.6719 0.3540 4.2632 0.0106 -0.0145 0.0120
C 2.8396 -0.3319 5.0379 0.0156 -0.0079 -0.0122
F 2.1400 0.5501 5.7686 -0.0002 0.0104 -0.0230
F 3.5683 -1.0680 5.8906 -0.0288 -0.0016 0.0156
S 1.6608 -1.3944 4.0482 -0.0033 -0.0630 0.0697
O 1.5459 -0.7068 2.7978 0.0149 -0.0895 0.0871
O 0.5245 -1.5078 4.9154 0.0138 0.0152 -0.0139
N 2.3451 -2.8139 3.9680 0.1002 0.0668 -0.0693
S 3.5831 -3.1474 3.0573 -0.0954 -0.0618 0.0677
O 4.5729 -2.1115 2.9515 0.0108 0.0281 -0.0099
O 3.2482 -3.9045 1.8850 0.0255 0.0039 -0.0180
C 4.3680 -4.4026 4.1624 0.0042 -0.0072 -0.0085
F 4.6916 -3.8934 5.3548 0.0029 -0.0010 -0.0109
F 3.5792 -5.4639 4.3661 -0.0003 0.0167 0.0019
F 5.5014 -4.8450 3.5896 -0.0119 -0.0045 0.0055

---

Q: Which electronic energy values were calculated for the entries above? A: -536.3746 -859.1666 -817.0705 -914.1885 -624.9512 -556.6276 -926.5400 -3571.7297, in Eh.